Record 1
25
Properties=species:S:1:pos:R:3 method="wB97M-V/def2-TZVPD" orbital_gap_ev=9.272
C 3.465 0.223 0.593
C 2.804 1.389 0.592
C -1.031 -1.476 -0.691
C -1.227 1.533 1.064
C 0.377 0.151 2.289
C 0.960 -0.116 -2.396
C -0.005 -0.507 -0.151
C -0.282 0.317 1.103
N 3.986 -0.794 0.549
N 2.360 2.423 0.111
N 2.452 2.358 1.632
O 0.403 0.449 -1.165
H -0.477 -2.152 -1.306
H -1.423 -2.039 0.120
H -1.726 -1.056 -1.285
H -0.731 2.486 1.479
H -2.221 1.362 1.649
H -1.632 1.785 0.098
H 1.518 2.100 1.947
H 0.175 0.903 3.061
H 0.991 -0.711 2.535
H 0.448 -1.063 -2.626
H 2.115 -0.281 -2.278
H 0.953 0.562 -3.402
H 0.733 -1.172 0.144



Record 2
12
Properties=species:S:1:pos:R:3 method="wB97M-V/def2-TZVPD" total_charge=+1 orbital_gap_ev="5.833 / 5.846"
C -1.218 0.537 0.057
C -1.025 1.860 -0.076
C 0.999 0.702 -0.325
C 0.105 -1.601 0.103
N 0.026 -0.142 -0.122
S 0.628 2.311 -0.322
Br 3.909 -0.781 -0.296
H -2.086 0.056 0.243
H -1.645 2.630 0.322
H 1.188 -1.713 0.466
H -0.766 -1.717 0.822
H -0.114 -2.142 -0.870



Record 3
33
Properties=species:S:1:pos:R:3 method="wB97M-V/def2-TZVPD" orbital_gap_ev=10.614
O 4.566 -1.949 2.018
H 4.777 -1.366 1.345
H 4.203 -1.343 2.713
O 0.142 3.546 2.476
H -0.886 3.665 2.351
H 0.583 2.863 1.812
O -2.505 3.691 -0.315
H -2.363 2.873 -0.863
H -2.019 3.306 0.453
O 1.698 -0.128 0.696
H 1.586 -0.964 0.563
H 2.299 -0.184 1.441
O -1.596 -3.366 -1.127
H -1.724 -2.618 -1.711
H -0.992 -3.955 -1.422
O -3.299 0.937 1.789
H -4.003 0.260 1.593
H -3.692 1.502 2.471
O 1.125 -1.021 -3.656
H 0.783 -0.983 -2.870
H 1.487 -1.925 -3.723
O -1.977 -1.834 -4.125
H -2.144 -2.745 -4.160
H -1.126 -1.459 -4.395
O -1.609 -3.848 1.335
H -0.918 -3.367 0.986
H -2.489 -3.414 1.400
O 3.904 2.842 1.694
H 4.264 3.208 0.881
H 3.202 3.406 1.839
O -0.457 1.265 -0.819
H 0.245 1.452 -0.221
H -1.020 0.712 -0.216



Record 4
127
Properties=species:S:1:pos:R:3 method="wB97M-V/def2-TZVPD" orbital_gap_ev=9.647
C -0.856 -2.358 3.931
O 0.353 -2.960 3.533
C 1.242 -2.029 2.919
C 1.028 -1.940 1.406
C 2.118 -2.647 0.574
C 2.854 -1.806 -0.506
C 3.833 -2.736 -1.086
N 4.614 -3.461 -1.513
B 3.735 -0.660 0.278
N 3.271 0.197 1.359
O 5.053 -0.560 -0.103
C 1.916 -1.284 -1.686
C 1.364 0.011 -1.181
N 0.939 0.999 -0.780
C 0.678 -2.177 -1.879
C 0.957 -3.575 -2.419
C -0.288 -4.428 -2.295
O -0.056 -5.647 -3.027
C -0.849 -6.677 -2.585
C -2.183 -6.733 -3.264
O -0.490 -7.417 -1.716
N 2.641 -1.154 -2.949
C 1.824 -1.039 -4.167
C 0.767 0.023 -4.316
O 2.068 -1.787 -5.070
C 3.728 -0.150 -3.013
C 3.443 1.314 -3.185
O 4.854 -0.548 -3.002
H -1.509 -3.148 4.297
H -0.696 -1.648 4.748
H -1.365 -1.856 3.104
H 2.253 -2.343 3.160
H 1.062 -1.054 3.374
H 0.059 -2.385 1.179
H 0.923 -0.894 1.141
H 2.902 -2.985 1.254
H 1.696 -3.561 0.167
H 2.354 0.597 1.218
H 3.351 -0.189 2.295
H 5.633 -0.681 0.660
H 0.169 -2.271 -0.921
H -0.056 -1.671 -2.503
H 1.219 -3.550 -3.475
H 1.780 -4.081 -1.922
H -0.484 -4.675 -1.250
H -1.142 -3.925 -2.754
H -2.778 -5.954 -2.787
H -2.619 -7.720 -3.177
H -2.048 -6.444 -4.304
H 0.773 0.436 -5.318
H 0.855 0.828 -3.597
H -0.215 -0.418 -4.149
H 2.527 1.674 -2.735
H 3.356 1.493 -4.260
H 4.297 1.893 -2.855
C -1.848 3.457 -1.501
C -1.480 3.714 -2.953
C -2.676 4.197 -3.759
O -0.936 2.528 -3.536
H -2.616 2.683 -1.434
H -0.978 3.112 -0.942
H -2.234 4.361 -1.026
H -0.683 4.457 -3.002
H -3.468 3.444 -3.755
H -2.391 4.376 -4.797
H -3.083 5.120 -3.346
H -1.620 1.851 -3.505
C -6.294 4.021 0.263
C -5.932 4.251 -1.196
C -7.122 4.763 -1.993
O -5.423 3.051 -1.777
H -7.081 3.266 0.345
H -5.429 3.658 0.818
H -6.649 4.939 0.733
H -5.115 4.972 -1.259
H -7.933 4.030 -1.977
H -6.843 4.924 -3.035
H -7.500 5.700 -1.585
H -6.117 2.385 -1.741
C 5.677 4.675 -5.762
C 4.685 5.082 -4.684
C 4.820 6.554 -4.323
O 4.850 4.268 -3.523
H 6.702 4.824 -5.410
H 5.564 3.620 -6.008
H 5.539 5.262 -6.671
H 3.669 4.886 -5.032
H 5.819 6.757 -3.930
H 4.099 6.826 -3.552
H 4.658 7.191 -5.193
H 5.740 4.414 -3.183
C -2.677 -0.029 8.459
C -1.611 0.067 7.378
C -0.436 0.923 7.823
O -2.171 0.578 6.169
H -3.076 0.963 8.687
H -3.506 -0.651 8.123
H -2.273 -0.455 9.378
H -1.255 -0.935 7.131
H -0.762 1.946 8.034
H 0.315 0.974 7.034
H 0.030 0.518 8.722
H -2.499 1.465 6.348
C 2.837 -1.059 6.888
C 3.894 -0.987 5.799
C 5.100 -0.166 6.224
O 3.322 -0.446 4.604
H 2.464 -0.058 7.120
H 1.988 -1.658 6.555
H 3.237 -1.499 7.802
H 4.214 -1.998 5.541
H 4.800 0.863 6.444
H 5.841 -0.130 5.426
H 5.568 -0.584 7.116
H 3.037 0.455 4.793
C -4.603 -3.299 0.531
C -4.284 -3.287 -0.955
C -5.478 -2.840 -1.784
O -3.840 -4.578 -1.378
H -5.414 -4.001 0.740
H -3.734 -3.619 1.107
H -4.906 -2.311 0.879
H -3.442 -2.617 -1.140
H -6.316 -3.528 -1.644
H -5.228 -2.835 -2.845
H -5.805 -1.840 -1.498
H -4.558 -5.202 -1.227



Energy relative to the best compared isomer or geometry (same formula, charge and spin) readings, ordered: 161.7, 95.3, 105.5, 5.4 kcal/mol